Record 1
Density functional theory data (ωB97M-V with the def2-TZVPD basis set) for the ion C3H8FN2 with charge +1.

Structure (ORCA input):
```
! RIJCOSX wB97M-V def2-TZVPD def2/J DEFGRID3
* xyz 1 1
F 2.976 -0.324 0.283
N 1.874 -0.095 -0.432
N -1.046 -0.414 0.291
C 1.058 0.941 0.112
C -0.432 0.836 -0.254
C -0.779 -1.683 -0.324
H -0.606 0.970 -1.451
H 1.169 1.141 1.248
H -0.964 1.675 0.286
H -1.319 -1.846 -1.207
H 1.436 1.894 -0.323
H -0.312 -2.514 0.217
H -1.046 -0.467 1.343
H -2.009 -0.113 0.210
*
```

Kohn-Sham gap (spin up / spin down) ... 8.662 / 10.033 eV
Total energy ... -327.99944 Eh
Energy above the lowest of the compared OMol25 structures with the same formula, charge and spin ... 677.0 kJ/mol

These are the Löwdin partial charges, in e, on atoms 1 to 4: F -0.008; N 0.051; N -0.034; C -0.235

***

Record 2
Density functional theory data (ωB97M-V with the def2-TZVPD basis set) for the ion C4H6 with charge -1.

Structure (ORCA input):
```
! RIJCOSX wB97M-V def2-TZVPD def2/J DEFGRID3
* xyz -1 2
C -0.745 1.257 -0.415
C -0.375 -0.213 -0.501
C 1.214 -0.553 0.330
C -0.137 -1.026 0.561
H 1.577 0.466 0.447
H 0.123 1.912 -0.521
H -0.784 -1.317 1.394
H -1.431 1.543 -1.217
H -1.253 1.547 0.529
H 1.831 -1.132 -0.359
*
```

Kohn-Sham gap (spin up / spin down) ... 5.215 / 7.146 eV
Total energy ... -155.82434 Eh
Energy above the lowest of the compared OMol25 structures with the same formula, charge and spin ... 234.1 kJ/mol
⟨S²⟩ ... 0.755

These are the Löwdin partial charges, in e, on atoms 1 to 4: C -0.236; C -0.304; C -0.215; C -0.382

***

Record 3
Density functional theory data (ωB97M-V with the def2-TZVPD basis set) for a structure of composition C16H15F6N3O5Pd.

Structure (ORCA input):
```
! RIJCOSX wB97M-V def2-TZVPD def2/J DEFGRID3
* xyz -2 1
Pd -0.704 0.082 -0.565
F -2.110 -2.443 -4.262
F 1.563 -2.562 -2.244
F -2.153 -4.260 -3.093
F -3.187 -2.497 -2.395
F 0.534 -4.345 -2.896
F 0.603 -2.605 -4.177
O -0.765 -1.065 -2.287
O -1.728 4.754 -1.697
O -0.952 2.794 -1.972
O 1.309 0.160 -0.454
O -2.695 0.034 -0.470
N -0.496 1.061 1.112
N -1.563 3.596 -1.244
N 0.821 1.281 1.508
C 1.636 0.770 0.633
C -1.451 1.420 1.914
C -0.812 -2.408 -2.217
C 3.580 1.603 2.009
C -2.061 -2.899 -3.002
C -2.820 1.163 1.633
C 5.845 1.060 1.396
C 3.099 0.889 0.913
C -1.096 2.127 3.193
C 0.468 -2.980 -2.895
C 4.943 1.688 2.248
C -3.333 0.520 0.517
C -4.840 0.371 0.413
C 4.005 0.266 0.061
C 5.370 0.350 0.302
C -0.890 -3.016 -0.806
H 5.306 2.250 3.101
H 2.863 2.087 2.658
H -3.538 1.532 2.354
H 6.065 -0.139 -0.370
H -0.003 -2.712 -0.252
H -5.321 1.350 0.434
H -0.558 3.049 2.968
H -0.427 1.511 3.795
H -0.958 -4.106 -0.831
H -5.230 -0.219 1.246
H -5.081 -0.126 -0.524
H -1.997 2.358 3.759
H -1.763 -2.599 -0.306
H 6.911 1.129 1.582
H 3.610 -0.276 -0.789
*
```

Kohn-Sham gap ... 5.303 eV
Total energy ... -1886.26491 Eh
Energy above the lowest of the compared OMol25 structures with the same formula, charge and spin ... 90.5 kJ/mol

These are the Löwdin partial charges, in e, on atoms 1 to 4: Pd 1.085; F 0.144; F 0.141; F 0.098

***

Record 4
Density functional theory data (ωB97M-V with the def2-TZVPD basis set) for a cluster of 2 separate species, C33H31N2O2 in total.

Structure (ORCA input):
```
! RIJCOSX wB97M-V def2-TZVPD def2/J DEFGRID3
* xyz 1 1
O 5.096 -0.012 -1.038
O 1.070 3.595 1.354
N -2.270 1.996 2.598
N 0.244 4.290 -0.649
C -1.334 -1.362 -2.606
C 7.432 -0.303 -3.819
C -0.445 -0.335 -1.964
C -2.710 -1.038 -2.659
C -1.921 2.194 5.001
C -3.341 2.609 0.564
C 3.711 -0.077 -1.154
C -4.356 -4.402 -2.962
C 3.041 1.068 -1.594
C 1.736 -1.399 -1.387
C -2.547 3.760 0.460
C -3.093 1.661 1.553
C -2.899 0.134 4.157
C -2.367 1.418 3.905
C 6.799 0.185 -2.676
C -3.272 -3.370 -2.904
C -2.601 0.461 6.574
C -2.685 -0.009 7.990
C 1.731 0.936 -2.012
C 0.101 3.877 0.647
C -1.908 -3.677 -3.054
C 1.065 -0.296 -1.912
C -2.998 -0.328 5.485
C -2.055 1.725 6.313
C 5.598 -1.934 -2.457
C 7.176 -1.606 -4.271
C 6.264 -2.415 -3.586
C -1.326 2.975 2.358
C -1.310 3.662 1.153
C 5.839 -0.620 -2.051
C -3.667 -2.032 -2.772
C 3.040 -1.277 -0.929
C -0.936 -2.670 -2.922
H 3.557 2.024 -1.624
H -5.171 -4.157 -2.263
H -0.536 4.527 -1.243
H 6.058 -3.438 -3.901
H 1.211 -2.342 -1.262
H -4.801 -4.397 -3.971
H 0.121 -2.923 -3.046
H 4.879 -2.541 -1.906
H -4.730 -1.782 -2.732
H 1.195 1.814 -2.373
H -3.971 -5.403 -2.734
H -1.625 -4.722 -3.252
H -0.677 -0.554 -0.927
H -3.008 0.007 -2.543
H 1.168 4.299 -1.047
H 8.148 0.325 -4.353
H 7.703 -2.018 -5.138
H -3.213 -0.492 3.315
H -1.480 3.193 4.849
H -2.836 4.619 -0.153
H 6.995 1.190 -2.296
H -0.836 0.652 -2.262
H -3.466 -0.762 8.109
H -3.400 -1.325 5.675
H 3.547 -2.094 -0.426
H -1.746 -0.459 8.337
H -4.144 2.408 -0.140
H -1.734 2.361 7.147
H -3.661 0.735 1.643
H -2.892 0.831 8.663
H -0.559 3.039 3.120
*
```

Kohn-Sham gap ... 5.225 eV
Total energy ... -1535.80765 Eh
Energy above the lowest of the compared OMol25 structures with the same formula, charge and spin ... 145.3 kJ/mol

These are the Löwdin partial charges, in e, on atoms 1 to 4: O -0.004; O 0.076; N 0.028; N 0.195

***

Record 5
Density functional theory data (ωB97M-V with the def2-TZVPD basis set) for a structure of composition C24H16EuN4O2S2.

Structure (ORCA input):
```
! RIJCOSX wB97M-V def2-TZVPD def2/J DEFGRID3
* xyz -1 7
Eu 0.084 -0.301 -1.085
S 1.796 0.380 0.885
S 0.748 2.285 -1.684
O -1.883 0.504 -0.516
O 1.128 -0.710 -2.979
N -1.040 -1.890 0.643
N -1.613 6.597 1.976
N 0.421 -2.912 -1.465
N -0.384 4.214 5.124
C -2.544 -0.242 1.640
C 4.513 -2.811 -4.062
C 0.052 3.553 2.657
C -1.902 -1.537 1.516
C -0.197 3.921 4.027
C 2.381 -2.716 -2.920
C 3.215 -0.762 -4.078
C 0.955 1.930 1.077
C 0.534 2.744 -0.008
C -1.051 5.607 1.817
C -0.402 -3.810 -0.672
C -3.214 0.040 2.840
C -3.742 2.229 2.046
C 3.529 -3.416 -3.315
C 4.339 -1.470 -4.433
C 1.411 -3.421 -2.096
C -3.126 1.967 0.844
C 0.696 2.359 2.384
C -0.109 3.955 0.293
C -2.498 0.725 0.609
C 2.196 -1.366 -3.309
C -3.799 1.266 3.061
C -0.508 -3.239 0.731
C -0.353 4.366 1.590
H -3.241 -0.724 3.610
H 1.581 -4.503 -2.021
H 3.636 -4.453 -3.010
H 5.109 -0.975 -5.015
H 3.080 0.273 -4.363
H 5.406 -3.352 -4.347
H -2.197 -2.262 2.287
H -0.443 4.576 -0.527
H -4.183 3.206 2.207
H 1.000 1.725 3.206
H -3.074 2.708 0.057
H -1.121 -3.879 1.376
H -4.280 1.488 4.004
H 0.496 -3.184 1.165
H -1.402 -3.853 -1.116
H 0.003 -4.829 -0.653
*
```

Kohn-Sham gap (spin up / spin down) ... 6.880 / 6.930 eV
Total energy ... -2800.58734 Eh
Energy above the lowest of the compared OMol25 structures with the same formula, charge and spin ... 0.0 kJ/mol
⟨S²⟩ ... 12.011

These are the Löwdin partial charges, in e, on atoms 1 to 4: Eu 1.589; S 0.401; S 0.440; O -0.293

***

Record 6
Density functional theory data (ωB97M-V with the def2-TZVPD basis set) for a structure of composition C25H20IrN7O4S.

Structure (ORCA input):
```
! RIJCOSX wB97M-V def2-TZVPD def2/J DEFGRID3
* xyz 3 6
Ir -0.079 -0.508 0.417
S -1.760 -1.670 -0.948
O 0.718 -2.492 0.151
O 3.602 -3.225 5.152
O 1.649 -4.277 1.111
O 3.148 -4.643 3.490
N 1.175 -0.907 2.196
N -1.649 0.269 1.838
N -0.211 1.723 0.190
N -1.785 -4.304 -1.366
N 1.286 0.138 -1.272
N 2.294 -1.152 4.040
N -1.801 -3.632 0.861
C 2.366 -2.363 3.400
C -3.324 1.264 3.777
C 2.259 1.904 -2.524
C 1.672 -2.196 2.243
C 1.392 1.451 -1.548
C 0.421 3.710 -0.939
C 1.308 1.116 3.708
C 2.024 -0.753 -1.946
C -1.221 3.778 0.811
C -0.458 4.430 -0.147
C 2.910 -0.362 -2.935
C 1.578 -0.286 3.308
C -1.815 -4.922 1.213
C -1.073 2.411 0.963
C -2.669 2.125 2.906
C 0.519 2.341 -0.750
C -2.284 -0.565 2.664
C -1.767 -5.958 0.285
C -1.770 -3.344 -0.416
C 3.028 0.985 -3.227
C -1.758 -5.611 -1.043
C -3.131 -0.104 3.656
C -1.830 1.597 1.941
C 3.115 -3.473 4.086
C 1.373 -3.095 1.118
H 1.900 -1.788 -1.666
H -1.750 -6.319 -1.861
H 2.656 -4.654 2.643
H 0.632 1.148 4.564
H -1.863 -5.130 2.274
H -2.110 -1.624 2.512
H 1.005 4.213 -1.694
H -0.557 5.499 -0.281
H 0.864 1.665 2.882
H 2.234 1.614 3.995
H 2.348 2.957 -2.742
H 3.712 1.325 -3.993
H -3.984 1.661 4.537
H -1.755 -6.995 0.587
H -1.812 -4.037 -2.347
H -3.631 -0.804 4.309
H -2.815 3.191 2.995
H -1.920 4.336 1.416
H 2.744 -0.995 4.938
H 3.496 -1.107 -3.454
*
```

Kohn-Sham gap (spin up / spin down) ... 7.915 / 4.990 eV
Total energy ... -2150.49866 Eh
Energy above the lowest of the compared OMol25 structures with the same formula, charge and spin ... 0.0 kJ/mol
⟨S²⟩ ... 8.770

These are the Löwdin partial charges, in e, on atoms 1 to 4: Ir 1.509; S 0.871; O -0.273; O 0.175

***

Record 7
Density functional theory data (ωB97M-V with the def2-TZVPD basis set) for a cluster of 2 separate species, C8H19N2O3 in total.

Structure (ORCA input):
```
! RIJCOSX wB97M-V def2-TZVPD def2/J DEFGRID3
* xyz 1 1
O 1.866 -1.829 1.856
O -1.058 1.083 -1.442
O -0.687 1.680 0.635
N 3.064 -0.575 0.187
N -2.064 -0.400 0.462
C 2.326 -1.132 1.071
C -2.156 -1.694 -0.255
C -1.291 0.108 -2.508
C 2.618 0.241 -0.948
C -0.732 0.694 -0.169
C -1.727 2.688 0.616
C -1.848 -0.553 1.860
C 4.568 -0.634 0.571
H 3.238 -0.095 -1.726
H 4.819 -1.567 1.027
H -1.177 -1.761 -0.702
H -2.622 2.164 0.929
H -1.251 0.803 -3.385
H -1.571 3.482 1.323
H 2.778 1.247 -0.545
H 4.759 0.223 1.234
H -0.587 -0.611 -2.431
H -2.350 -2.664 0.399
H -1.881 3.142 -0.364
H -2.283 -0.217 -2.451
H -2.715 -1.067 2.322
H 1.499 0.017 -1.093
H -0.944 -1.070 2.065
H 5.145 -0.547 -0.313
H -1.699 0.418 2.307
H -2.963 0.110 0.304
H -3.073 -1.683 -0.838
*
```

Kohn-Sham gap (spin up / spin down) ... 5.803 / 5.801 eV
Total energy ... -650.99159 Eh
Energy above the lowest of the compared OMol25 structures with the same formula, charge and spin ... 0.0 kJ/mol

These are the Löwdin partial charges, in e, on atoms 1 to 4: O 0.309; O -0.139; O -0.117; N -0.094

***

Record 8
Density functional theory data (ωB97M-V with the def2-TZVPD basis set) for a cluster of 2 separate species, C6H9INO in total.

Structure (ORCA input):
```
! RIJCOSX wB97M-V def2-TZVPD def2/J DEFGRID3
* xyz 1 1
I -1.441 3.785 -1.655
O -0.097 -0.523 4.448
N 0.282 0.857 1.625
C 0.217 -0.332 0.836
C -0.908 -1.385 -0.952
C 0.267 2.069 2.001
C -0.078 -1.161 3.435
C 0.393 -0.830 -0.485
C 0.143 -0.494 2.190
H 0.706 -0.057 -1.173
H 0.173 2.419 3.065
H -0.122 -2.245 3.451
H 0.372 2.975 1.360
H -1.434 -1.748 -0.143
H -2.854 3.358 -2.219
H 1.194 -1.654 -0.510
H -1.547 -0.608 -1.220
H -0.663 -2.019 -1.760
*
```

Kohn-Sham gap ... 7.469 eV
Total energy ... -661.28111 Eh
Energy above the lowest of the compared OMol25 structures with the same formula, charge and spin ... 331.3 kJ/mol

These are the Löwdin partial charges, in e, on atoms 1 to 4: I 0.389; O 0.140; N 0.056; C 0.002